The following is a quantum chemistry calculation of a structure of composition C35H57BN10O2Tl in a non-equilibrium geometry, from the Open Molecules 2025 dataset.

Atoms and positions in Å:
Tl (0.430, -0.125, -0.126)
C (-2.379, -0.919, -2.589)
C (-2.998, -1.275, -1.259)
N (-1.996, -1.314, -0.191)
C (-2.627, -1.481, 1.111)
C (-1.603, -1.458, 2.228)
N (-0.638, -0.379, 2.104)
C (-0.938, 0.891, 2.781)
C (-2.159, 1.630, 2.264)
C (-2.196, 1.739, 0.755)
N (-0.903, 2.101, 0.193)
C (-0.947, 2.946, -0.991)
C (-0.341, 2.279, -2.228)
N (-0.680, 0.873, -2.264)
C (-2.031, 0.562, -2.732)
H (-3.077, -1.194, -3.380)
H (-1.479, -1.530, -2.726)
H (-3.515, -2.240, -1.337)
H (-3.757, -0.534, -0.997)
H (-1.380, -2.104, -0.359)
H (-3.162, -2.433, 1.172)
H (-3.366, -0.694, 1.247)
H (-1.051, -2.397, 2.206)
H (-2.127, -1.398, 3.186)
H (0.266, -0.699, 2.446)
H (-0.052, 1.513, 2.657)
H (-1.080, 0.721, 3.853)
H (-2.141, 2.624, 2.714)
H (-3.083, 1.150, 2.598)
H (-2.966, 2.461, 0.471)
H (-2.485, 0.780, 0.327)
H (-0.192, 2.422, 0.856)
H (-0.395, 3.872, -0.823)
H (-1.983, 3.211, -1.202)
H (0.738, 2.357, -2.188)
H (-0.696, 2.813, -3.118)
H (0.000, 0.383, -2.823)
H (-2.143, 0.854, -3.781)
H (-2.729, 1.175, -2.156)
C (-1.857, -4.543, 0.205)
C (-0.426, -4.846, -0.226)
C (-0.351, -4.937, -1.759)
C (0.740, -3.990, 0.251)
C (1.862, -4.626, 0.799)
C (2.870, -3.699, 0.755)
N (2.385, -2.576, 0.218)
N (1.060, -2.711, -0.079)
B (3.321, -1.433, -0.197)
N (3.270, -0.376, 0.925)
C (4.305, 0.394, 1.289)
C (4.064, 0.866, 2.556)
C (2.821, 0.318, 2.923)
N (2.331, -0.424, 1.924)
C (2.285, 0.384, 4.334)
C (1.789, 1.793, 4.697)
C (1.259, -0.707, 4.668)
N (2.978, -0.920, -1.625)
C (3.891, -0.679, -2.575)
C (3.236, -0.475, -3.770)
C (1.871, -0.615, -3.472)
N (1.725, -0.862, -2.158)
C (0.772, -0.667, -4.504)
C (1.065, -1.821, -5.476)
C (0.619, 0.671, -5.267)
H (-1.915, -4.260, 1.256)
H (-2.316, -3.775, -0.416)
H (-2.463, -5.442, 0.077)
H (-0.198, -5.831, 0.178)
H (-0.481, -3.944, -2.204)
H (0.618, -5.323, -2.078)
H (-1.130, -5.602, -2.144)
H (1.920, -5.648, 1.142)
H (3.909, -3.776, 1.039)
H (4.438, -1.873, -0.248)
H (5.156, 0.535, 0.637)
H (4.702, 1.493, 3.163)
H (3.161, 0.191, 4.952)
H (1.128, 2.193, 3.928)
H (1.261, 1.776, 5.655)
H (2.628, 2.486, 4.783)
H (0.236, -0.365, 4.498)
H (1.442, -1.612, 4.081)
H (1.330, -0.974, 5.723)
H (4.949, -0.703, -2.354)
H (3.679, -0.283, -4.737)
H (-0.165, -0.922, -4.011)
H (1.976, -1.623, -6.046)
H (1.200, -2.759, -4.933)
H (0.238, -1.940, -6.179)
H (1.457, 1.341, -5.069)
H (0.583, 0.498, -6.344)
H (-0.300, 1.198, -4.997)
O (1.502, 2.682, 1.412)
C (2.124, 2.514, 0.345)
O (1.882, 1.604, -0.547)
C (3.259, 3.447, -0.002)
C (4.046, 3.221, -1.129)
C (5.051, 4.119, -1.461)
C (5.266, 5.245, -0.676)
C (4.486, 5.464, 0.453)
C (3.485, 4.564, 0.793)
H (3.862, 2.342, -1.735)
H (5.666, 3.943, -2.338)
H (6.040, 5.954, -0.945)
H (4.655, 6.341, 1.068)
H (2.872, 4.712, 1.673)

Summary:
energy relative to the best compared isomer or geometry (same formula, charge and spin) = 8.2 kcal/mol
total charge = +1
HOMO level = -10.9 eV


The following is a quantum chemistry calculation of a structure of composition C35H57N5NaO4P in a non-equilibrium geometry, from the Open Molecules 2025 dataset.

Atoms and positions in Å:
Na (0.012, 0.109, -1.045)
C (1.807, 2.258, -3.423)
O (2.740, 1.567, -2.606)
C (3.269, 2.358, -1.563)
C (2.288, 2.762, -0.476)
O (1.821, 1.610, 0.187)
C (1.675, 1.717, 1.584)
C (3.003, 1.567, 2.308)
O (3.624, 0.303, 2.152)
C (2.926, -0.738, 2.819)
H (2.275, 3.150, -3.869)
H (0.903, 2.542, -2.871)
H (1.523, 1.571, -4.222)
H (3.716, 3.276, -1.986)
H (4.064, 1.757, -1.115)
H (1.423, 3.299, -0.879)
H (2.824, 3.432, 0.214)
H (0.971, 0.936, 1.897)
H (1.229, 2.687, 1.858)
H (2.836, 1.781, 3.377)
H (3.728, 2.295, 1.932)
H (2.987, -0.593, 3.906)
H (3.423, -1.675, 2.561)
H (1.868, -0.800, 2.538)
C (-1.240, -0.989, -2.979)
H (-2.164, -1.526, -2.707)
H (-0.762, -1.564, -3.794)
H (-1.573, -0.036, -3.426)
C (-0.081, -0.851, 5.827)
N (-0.712, -2.144, 5.609)
C (-2.093, -2.117, 6.045)
C (-0.582, -2.592, 4.205)
C (-1.341, -1.790, 3.163)
C (-2.610, -2.253, 2.801)
C (-3.380, -1.568, 1.870)
C (-2.865, -0.402, 1.317)
C (-1.592, 0.031, 1.681)
C (-0.746, -0.634, 2.597)
H (-0.278, -0.528, 6.855)
H (-0.430, -0.082, 5.126)
H (0.999, -0.945, 5.701)
H (-2.132, -1.916, 7.120)
H (-2.554, -3.091, 5.859)
H (-2.703, -1.362, 5.526)
H (-0.903, -3.643, 4.184)
H (0.485, -2.562, 3.962)
H (-3.002, -3.169, 3.245)
H (-4.361, -1.933, 1.584)
H (-3.444, 0.165, 0.592)
H (-1.251, 0.952, 1.205)
N (-0.737, 2.671, -1.257)
C (-1.814, 3.279, -1.416)
C (-2.173, 3.924, -2.752)
C (-1.866, 3.226, -3.920)
C (-2.085, 3.790, -5.166)
C (-2.600, 5.079, -5.274)
C (-2.903, 5.788, -4.120)
C (-2.703, 5.207, -2.872)
C (-2.865, 3.441, -0.317)
C (-2.437, 3.412, 1.009)
C (-3.340, 3.459, 2.057)
C (-4.705, 3.534, 1.801)
C (-5.148, 3.561, 0.486)
C (-4.235, 3.523, -0.561)
H (-1.451, 2.230, -3.814)
H (-1.856, 3.221, -6.060)
H (-2.764, 5.524, -6.249)
H (-3.297, 6.796, -4.189)
H (-2.953, 5.761, -1.974)
H (-1.372, 3.307, 1.178)
H (-2.981, 3.405, 3.078)
H (-5.415, 3.545, 2.619)
H (-6.212, 3.597, 0.273)
H (-4.593, 3.530, -1.584)
C (4.182, -2.413, 0.065)
N (2.998, -3.238, -0.104)
C (3.240, -4.649, 0.072)
P (1.788, -2.605, -1.079)
O (1.650, -1.175, -0.742)
N (0.533, -3.631, -0.780)
C (-0.066, -3.501, 0.548)
C (-0.447, -3.988, -1.795)
N (2.155, -2.805, -2.682)
C (2.344, -1.669, -3.564)
C (2.593, -4.075, -3.201)
H (4.657, -2.647, 1.023)
H (3.900, -1.362, 0.075)
H (4.921, -2.590, -0.731)
H (3.598, -4.837, 1.091)
H (4.003, -5.036, -0.622)
H (2.317, -5.206, -0.075)
H (0.670, -3.152, 1.270)
H (-0.455, -4.471, 0.874)
H (-0.885, -2.777, 0.536)
H (-0.055, -3.807, -2.793)
H (-1.341, -3.369, -1.698)
H (-0.708, -5.048, -1.687)
H (2.057, -0.753, -3.055)
H (1.724, -1.782, -4.459)
H (3.397, -1.584, -3.865)
H (2.321, -4.884, -2.523)
H (3.682, -4.105, -3.357)
H (2.110, -4.277, -4.165)

Summary:
energy relative to the best compared isomer or geometry (same formula, charge and spin) = 3.0 kcal/mol
total charge = -2
HOMO level = -0.6 eV


What is the formula in the second record? C35H57N5NaO4P


The highest total charge belongs to which entry? C35H57BN10O2Tl